Molecular formula: C5H10O2
Method: DFT, ωB97M-V/def2-TZVPD

Last column: Löwdin charge in e.
Cartesian coordinates (Å):
C: 0.1377 -1.7171 1.7383  -0.13
O: 0.5028 -0.9907 0.5977  -0.28
C: -0.6104 0.3911 -1.7564  -0.06
C: -1.4580 1.0229 -0.6866  -0.17
O: -1.4738 2.2516 -1.4864  -0.08
C: -0.6869 1.5632 -2.3900  -0.14
C: 1.6399 -0.1883 0.7984  -0.12
H: -0.1676 -1.0433 2.5553  0.09
H: -0.7132 -2.3396 1.4554  0.09
H: 0.9528 -2.3630 2.1006  0.09
H: -0.1478 -0.5737 -1.8901  0.09
H: -0.9858 1.1963 0.2839  0.11
H: -2.4751 0.6449 -0.5453  0.12
H: -0.3290 2.0461 -3.2946  0.12
H: 2.5656 -0.7775 0.7041  0.09
H: 1.6242 0.5855 0.0257  0.08
H: 1.6247 0.2915 1.7902  0.09

Calculated values
- E_LUMO: 0.96 eV
- E_tot: -9439.063 eV
- Energy relative to the best compared isomer or geometry (same formula, charge and spin): 384.0 kJ/mol
- Strongest force on any atom: 0.431 eV/A
- E_HOMO: -8.702 eV



Molecular formula: C5H10O2
Method: DFT, ωB97M-V/def2-TZVPD

Last column: Löwdin charge in e.
Cartesian coordinates (Å):
C: 1.6659 0.5894 -0.7992  -0.03
C: 1.3322 -0.6360 0.0245  -0.33
C: 0.7412 -0.3758 1.3997  -0.11
O: -0.3992 -1.2684 1.4332  -0.06
C: -0.6591 -1.8041 0.2496  -0.11
C: -2.4409 0.7027 -0.5047  -0.04
O: 0.2682 -1.4101 -0.6056  -0.04
H: 1.9595 0.3035 -1.8131  0.09
H: 2.5056 1.1200 -0.3368  0.09
H: 0.8106 1.2705 -0.8606  0.08
H: 2.1956 -1.3066 0.0746  0.15
H: 0.3783 0.6509 1.5238  0.13
H: 1.4015 -0.6401 2.2266  0.13
H: -2.3234 -0.3770 -0.4088  -0.01
H: -1.6414 1.2052 0.0506  0.01
H: -2.3864 0.9783 -1.5604  0.03
H: -3.4084 0.9976 -0.0933  0.02

Calculated values
- E_LUMO: 0.83 eV
- E_tot: -9440.206 eV
- Energy relative to the best compared isomer or geometry (same formula, charge and spin): 273.7 kJ/mol
- Strongest force on any atom: 0.348 eV/A
- E_HOMO: -9.363 eV



Molecular formula: C5H10O2
Method: DFT, ωB97M-V/def2-TZVPD

Last column: Löwdin charge in e.
Cartesian coordinates (Å):
C: 1.9110 0.5342 -0.7245  -0.04
C: 1.0419 -0.5600 -0.1310  -0.36
C: 0.4968 -0.2525 1.2684  -0.14
O: -0.7828 -0.8490 1.2633  -0.06
C: -1.2670 -0.7235 -0.0540  -0.41
C: -2.0724 0.5479 -0.2590  -0.01
O: -0.1387 -0.7170 -0.9104  -0.05
H: 2.1841 0.2856 -1.7543  0.08
H: 2.8300 0.6578 -0.1404  0.09
H: 1.3665 1.4852 -0.7328  0.08
H: 1.5879 -1.5149 -0.1265  0.15
H: 0.4339 0.8351 1.4336  0.12
H: 1.0794 -0.7046 2.0749  0.13
H: -1.8700 -1.6159 -0.2620  0.15
H: -1.4794 1.4218 0.0345  0.08
H: -2.3321 0.6465 -1.3173  0.09
H: -2.9891 0.5233 0.3378  0.08

Calculated values
- E_LUMO: 1.06 eV
- SMILES: C[C@@H]1OC[C@H](C)O1
- E_tot: -9441.760 eV
- Energy relative to the best compared isomer or geometry (same formula, charge and spin): 123.8 kJ/mol
- Strongest force on any atom: 0.297 eV/A
- E_HOMO: -9.742 eV



Molecular formula: C5H10O2
Method: DFT, ωB97M-V/def2-TZVPD

Last column: Löwdin charge in e.
Cartesian coordinates (Å):
C: 2.1116 1.0898 -0.6736  -0.09
O: 0.7431 0.9370 -0.3652  -0.13
C: 0.2945 -0.3771 -0.2771  -0.29
C: 0.1265 -1.1915 1.0372  -0.12
O: -1.0494 -1.7952 0.4726  -0.07
C: -1.1999 -0.6153 -0.3631  -0.32
C: -1.9999 0.4818 0.3131  -0.03
H: 2.7575 0.7481 0.1472  0.09
H: 2.3912 0.5409 -1.5873  0.09
H: 2.2838 2.1579 -0.8388  0.09
H: 0.8330 -1.0110 -1.0136  0.16
H: -0.1299 -0.6404 1.9558  0.12
H: 1.0306 -1.7597 1.0837  0.11
H: -1.6008 -0.8675 -1.3406  0.14
H: -1.9047 1.4120 -0.2528  0.09
H: -3.0538 0.2088 0.3782  0.08
H: -1.6335 0.6813 1.3243  0.08

Calculated values
- E_LUMO: 0.98 eV
- E_tot: -9440.118 eV
- Energy relative to the best compared isomer or geometry (same formula, charge and spin): 282.2 kJ/mol
- Strongest force on any atom: 1.637 eV/A
- E_HOMO: -9.688 eV



Molecular formula: C5H10O2
Method: DFT, ωB97M-V/def2-TZVPD

Last column: Löwdin charge in e.
Cartesian coordinates (Å):
C: 2.1588 0.4181 -0.6294  -0.03
C: 0.9973 -0.4108 -0.1276  -0.37
C: 0.5375 -0.1343 1.3008  -0.14
O: -0.8243 -0.5203 1.2840  -0.07
C: -1.2601 -0.5224 -0.0712  -0.42
C: -2.4435 0.3983 -0.2651  -0.01
O: -0.1785 -0.0799 -0.8540  -0.04
H: 2.3402 0.2187 -1.6894  0.08
H: 3.0708 0.1744 -0.0745  0.09
H: 1.9463 1.4852 -0.5093  0.09
H: 1.2117 -1.4869 -0.2425  0.15
H: 0.6348 0.9364 1.5366  0.13
H: 1.0675 -0.7183 2.0595  0.13
H: -1.5117 -1.5642 -0.3332  0.15
H: -2.1896 1.3946 0.1078  0.09
H: -2.6994 0.4677 -1.3267  0.09
H: -3.3099 0.0207 0.2854  0.09

Calculated values
- E_LUMO: 1.12 eV
- SMILES: C[C@@H]1OC[C@H](C)O1
- E_tot: -9441.813 eV
- Energy relative to the best compared isomer or geometry (same formula, charge and spin): 118.7 kJ/mol
- Strongest force on any atom: 0.336 eV/A
- E_HOMO: -9.728 eV



Molecular formula: C5H10O2
Method: DFT, ωB97M-V/def2-TZVPD

Last column: Löwdin charge in e.
Cartesian coordinates (Å):
C: 2.0282 1.1002 -0.4522  -0.10
O: 0.6479 0.9398 -0.2271  -0.15
C: 0.2449 -0.3925 -0.3813  -0.28
C: 0.4892 -1.2842 0.8442  -0.12
O: -0.8906 -1.2090 1.2228  -0.08
C: -1.2409 -0.6033 -0.0405  -0.31
C: -2.1651 0.6002 0.0726  -0.02
H: 2.6283 0.4660 0.2186  0.09
H: 2.2938 0.8513 -1.4919  0.09
H: 2.2729 2.1473 -0.2595  0.09
H: 0.5854 -0.7885 -1.3509  0.15
H: 1.1557 -0.8670 1.6090  0.12
H: 0.7920 -2.3136 0.6064  0.12
H: -1.6709 -1.3677 -0.7061  0.14
H: -1.8108 1.4246 -0.5524  0.08
H: -3.1893 0.3489 -0.2199  0.08
H: -2.1707 0.9473 1.1082  0.09

Calculated values
- E_LUMO: 1.02 eV
- SMILES: CO[C@H]1CO[C@H]1C
- E_tot: -9440.467 eV
- Energy relative to the best compared isomer or geometry (same formula, charge and spin): 248.5 kJ/mol
- Strongest force on any atom: 0.407 eV/A
- E_HOMO: -9.728 eV



Molecular formula: C5H10O2
Method: DFT, ωB97M-V/def2-TZVPD

Last column: Löwdin charge in e.
Cartesian coordinates (Å):
C: -0.1322 0.9012 -1.3140  -0.09
C: 0.0428 1.7700 -0.0572  -0.19
O: -0.3606 0.9576 1.0280  -0.10
C: 0.1791 -0.3239 0.7498  -0.36
C: -0.4079 -1.3473 1.6992  -0.03
C: -0.1276 -0.5376 -0.7483  -0.33
O: 0.7976 -1.3975 -1.3822  -0.02
H: 0.6902 1.0683 -2.0258  0.11
H: 1.3439 -0.8308 -1.9360  0.08
H: -1.0625 1.1162 -1.8468  0.11
H: 1.1016 2.0533 0.0649  0.12
H: -0.5633 2.6776 -0.0568  0.12
H: 1.2799 -0.2973 0.8568  0.16
H: 0.0356 -2.3303 1.5093  0.09
H: -0.2006 -1.0670 2.7371  0.08
H: -1.4939 -1.4180 1.5665  0.09
H: -1.1221 -0.9945 -0.8446  0.15

Calculated values
- E_LUMO: 0.97 eV
- SMILES: C[C@@H]1OCC[C@H]1O
- E_tot: -9441.691 eV
- Energy relative to the best compared isomer or geometry (same formula, charge and spin): 130.5 kJ/mol
- Strongest force on any atom: 0.334 eV/A
- E_HOMO: -9.814 eV



Molecular formula: C5H10O2
Method: DFT, ωB97M-V/def2-TZVPD

Last column: Löwdin charge in e.
Cartesian coordinates (Å):
O: 2.2616 1.4660 0.3471  -0.12
C: 1.1490 -0.5899 0.0402  -0.01
C: -0.1256 -1.1046 0.4801  -0.31
C: -0.1368 0.3674 0.7527  -0.14
C: -1.1728 0.9535 -0.2245  -0.17
O: -1.2809 -0.0281 -1.2362  -0.13
C: -1.1531 -1.2878 -0.5947  -0.17
H: 2.2406 1.7464 -0.5730  0.04
H: 1.3332 -0.4555 -1.0354  0.13
H: 2.0824 -0.8837 0.5403  0.12
H: -0.0970 -1.7330 1.3559  0.15
H: -0.2886 0.6674 1.8046  0.15
H: 1.3094 1.2714 0.5568  -0.03
H: -0.9375 1.9093 -0.7113  0.13
H: -2.1533 1.0919 0.2816  0.13
H: -0.8532 -2.0114 -1.3522  0.13
H: -2.0845 -1.5885 -0.1066  0.13

Calculated values
- E_LUMO: 0.90 eV
- SMILES: C1OC[C@H]2C[C@@H]12.O
- E_tot: -9439.161 eV
- Energy relative to the best compared isomer or geometry (same formula, charge and spin): 374.5 kJ/mol
- Strongest force on any atom: 1.698 eV/A
- E_HOMO: -9.166 eV



Molecular formula: C5H10O2
Method: DFT, ωB97M-V/def2-TZVPD

Last column: Löwdin charge in e.
Cartesian coordinates (Å):
O: -0.6527 -2.7534 -0.5394  -0.05
C: -0.8923 -1.4275 -0.9493  -0.23
C: 0.2255 -0.5113 -0.4844  -0.33
C: 0.0242 0.9800 -0.7491  -0.13
C: 0.7441 1.6034 0.4485  -0.16
C: 0.3519 0.6328 1.5570  -0.20
O: 0.3231 -0.6498 0.9412  -0.12
H: -0.4318 -2.6960 0.4019  0.09
H: -1.8510 -1.0517 -0.5537  0.13
H: -0.9551 -1.4303 -2.0433  0.13
H: 1.1719 -0.8609 -0.9222  0.16
H: -1.0447 1.2306 -0.7221  0.12
H: 0.4209 1.2922 -1.7194  0.12
H: 0.4453 2.6333 0.6602  0.11
H: 1.8288 1.5790 0.2898  0.12
H: -0.6438 0.8790 1.9557  0.12
H: 1.0580 0.6037 2.3931  0.12

Calculated values
- E_LUMO: 1.01 eV
- SMILES: OC[C@H]1CCCO1
- E_tot: -9441.720 eV
- Energy relative to the best compared isomer or geometry (same formula, charge and spin): 127.6 kJ/mol
- Strongest force on any atom: 0.378 eV/A
- E_HOMO: -9.692 eV



Molecular formula: C5H10O2
Method: DFT, ωB97M-V/def2-TZVPD

Last column: Löwdin charge in e.
Cartesian coordinates (Å):
C: 2.6452 0.2644 -0.0516  -0.10
O: 1.3256 0.4726 -0.4982  -0.14
C: 0.3940 -0.3133 0.1760  -0.31
C: -0.0799 0.0931 1.5736  -0.03
C: -0.9231 0.2745 0.3856  -0.19
C: -1.9470 0.8478 -0.2184  -0.16
O: -2.1286 0.8693 -1.5668  -0.02
H: 2.9622 -0.7799 -0.1919  0.09
H: 2.7521 0.5237 1.0114  0.09
H: 3.2875 0.9160 -0.6484  0.09
H: 0.4879 -1.3876 -0.0168  0.15
H: -0.3039 -0.7025 2.2837  0.10
H: 0.3733 0.9812 2.0121  0.11
H: -2.2818 -2.3090 -1.2071  0.05
H: -2.4803 -1.6110 -1.3705  0.03
H: -2.7596 1.3450 0.3024  0.13
H: -1.3238 0.5156 -1.9748  0.10

Calculated values
- E_LUMO: 1.01 eV
- SMILES: CO[C@H]1C/C1=C/O.[H][H]
- E_tot: -9438.663 eV
- Energy relative to the best compared isomer or geometry (same formula, charge and spin): 422.6 kJ/mol
- Strongest force on any atom: 0.338 eV/A
- E_HOMO: -8.866 eV



Molecular formula: C5H10O2
Method: DFT, ωB97M-V/def2-TZVPD

Last column: Löwdin charge in e.
Cartesian coordinates (Å):
O: 1.0189 -1.1488 2.0488  -0.06
C: 1.8959 -0.0514 -0.8161  0.01
C: 0.6491 -0.3058 -1.2054  -0.16
C: -0.5791 0.4675 -0.8174  -0.25
C: -1.6943 -0.3621 -0.1486  -0.14
O: -1.5351 0.3371 1.0963  -0.13
C: -0.5793 1.2427 0.5132  -0.15
H: 0.1651 -0.7055 2.1525  0.02
H: 2.7271 -0.6667 -1.1492  0.07
H: 2.1400 0.7702 -0.1469  0.07
H: 1.0617 -1.3318 1.1013  0.00
H: 0.4656 -1.1452 -1.8786  0.11
H: -0.9289 1.0560 -1.6729  0.14
H: -1.4915 -1.4347 -0.0379  0.12
H: -2.6962 -0.2253 -0.5743  0.12
H: -0.9741 2.2634 0.4521  0.12
H: 0.3552 1.2403 1.0831  0.10

Calculated values
- E_LUMO: 0.90 eV
- SMILES: C=CC1COC1.O
- E_tot: -9440.284 eV
- Energy relative to the best compared isomer or geometry (same formula, charge and spin): 266.2 kJ/mol
- Strongest force on any atom: 0.353 eV/A
- E_HOMO: -10.069 eV



Molecular formula: C5H10O2
Method: DFT, ωB97M-V/def2-TZVPD

Last column: Löwdin charge in e.
Cartesian coordinates (Å):
O: -2.1095 1.0977 -1.7676  0.01
C: -1.3513 0.7832 -0.6727  -0.27
C: -0.9981 -0.5424 -0.5586  -0.08
C: 0.3444 -1.1903 -0.3708  -0.20
C: 0.9764 -1.2968 1.0159  -0.23
O: 0.8611 -0.0379 1.6306  -0.18
C: 1.0425 1.0697 0.7606  -0.13
H: -2.5631 1.9367 -1.6293  0.10
H: 0.2569 1.2543 -0.2876  0.12
H: -1.4883 1.4657 0.1647  0.12
H: -1.7940 -1.1903 -0.9045  0.10
H: 0.3443 -2.1762 -0.8479  0.12
H: 1.0524 -0.5525 -0.9226  0.11
H: 2.0323 -1.6082 0.8925  0.12
H: 0.4892 -2.0347 1.6670  0.12
H: 2.0961 1.0965 0.4327  0.09
H: 0.8088 1.9257 1.3978  0.09

Calculated values
- E_LUMO: 0.70 eV
- SMILES: COCC/C=C/O
- E_tot: -9437.955 eV
- Energy relative to the best compared isomer or geometry (same formula, charge and spin): 491.0 kJ/mol
- Strongest force on any atom: 3.918 eV/A
- E_HOMO: -7.860 eV



- Among the records above, which one has the lowest E_LUMO?
  number 12